1 | Computed, not measured: a structure of composition C28H50BrN8O4S2SiW, with ωB97M-V with the def2-TZVPD basis set.

Its charge is +2. As for the expectation value of S²: 0.972. As for the multiplicity: 2. The value obtained for the gap between HOMO and LUMO (alpha / beta) is 0.244 / 0.228 hartree.

CARTESIAN COORDINATES (ANGSTROEM)
W (0.559, -0.236, 0.380)
Br (1.650, 0.686, -1.756)
S (-1.689, -0.614, -0.871)
S (3.701, -0.589, 1.871)
Si (3.869, 1.735, -3.436)
O (-0.483, -5.620, 2.683)
O (0.622, -6.718, 1.087)
O (-0.510, -1.066, 1.842)
O (-1.032, -2.940, 2.973)
N (1.102, -4.513, -0.382)
N (0.153, 1.681, 1.460)
N (-0.307, 3.858, 2.759)
N (-1.220, 2.381, -2.240)
N (-4.471, 1.155, -2.918)
N (-2.405, 1.656, -2.376)
N (-3.894, 0.187, -2.155)
N (0.732, -2.392, -0.082)
C (6.468, 2.240, -2.780)
C (2.096, 3.979, -3.049)
C (-0.511, -2.386, 2.039)
C (1.021, 2.793, 0.961)
C (-2.641, 0.457, -1.795)
C (4.071, 0.197, -4.495)
C (4.779, 3.360, -1.299)
C (4.796, -0.916, -3.721)
C (0.084, 2.816, 3.697)
C (0.773, 4.072, 1.809)
C (4.942, 0.624, -5.699)
C (0.434, -4.432, 0.802)
C (3.895, 4.106, -4.801)
C (-3.549, 2.051, -3.055)
C (5.204, 0.943, -1.025)
C (1.945, -3.034, -2.200)
C (2.334, -0.378, 1.217)
C (5.104, 2.071, -2.067)
C (2.745, -0.396, -5.019)
C (0.415, 1.507, 2.940)
C (1.271, -3.281, -0.902)
C (0.206, -3.106, 0.983)
C (-1.513, 3.450, 2.054)
C (1.846, 2.706, -5.165)
C (2.866, 3.175, -4.116)
C (-1.284, 2.104, 1.319)
C (-3.668, 3.324, -3.804)
C (0.188, -5.702, 1.556)
H (1.993, -0.515, -4.239)
H (1.281, 3.577, -5.510)
H (6.792, 1.331, -3.289)
H (1.414, -3.544, -3.005)
H (-0.729, 2.658, 4.405)
H (2.968, -3.412, -2.179)
H (4.793, 4.246, -1.934)
H (-1.775, 4.235, 1.344)
H (-4.415, -0.640, -1.907)
H (1.139, 1.977, -4.762)
H (4.228, -1.244, -2.849)
H (4.480, 1.417, -6.292)
H (-3.640, 4.184, -3.132)
H (1.963, -1.971, -2.414)
H (3.812, 3.302, -0.795)
H (-0.513, 1.972, -2.845)
H (2.058, 2.460, 1.017)
H (5.911, 1.263, -0.253)
H (-0.196, 0.680, 3.286)
H (-2.327, 3.365, 2.773)
H (2.752, 4.541, -2.391)
H (4.246, 0.752, -0.543)
H (0.764, 2.958, -0.085)
H (1.463, 4.704, -3.570)
H (6.464, 3.056, -3.509)
H (-1.895, 1.303, 1.730)
H (5.938, 0.958, -5.401)
H (-0.759, -4.699, 2.890)
H (1.462, 1.235, 3.060)
H (2.314, 0.193, -5.822)
H (7.220, 2.480, -2.025)
H (2.961, -1.387, -5.426)
H (1.670, 4.344, 2.363)
H (5.067, -0.242, -6.355)
H (5.794, -0.623, -3.399)
H (0.510, 4.908, 1.160)
H (0.951, 3.161, 4.259)
H (-1.486, 2.201, 0.257)
H (3.354, 4.942, -5.253)
H (4.914, -1.774, -4.389)
H (4.616, 4.525, -4.097)
H (1.401, -5.401, -0.768)
H (5.575, 0.009, -1.436)
H (5.545, 3.503, -0.533)
H (2.323, 2.270, -6.042)
H (-2.870, 3.423, -4.542)
H (4.450, 3.606, -5.599)
H (-4.623, 3.330, -4.322)
H (-1.402, 3.335, -2.531)
H (1.455, 3.349, -2.430)

***

2 | Computed, not measured: a structure of composition C28H50BrN8O4S2SiW, with ωB97M-V with the def2-TZVPD basis set.

Its charge is +2. As for the expectation value of S²: 0.768. As for the multiplicity: 2. The value obtained for the gap between HOMO and LUMO (alpha / beta) is 0.235 / 0.223 hartree.

CARTESIAN COORDINATES (ANGSTROEM)
W (-1.226, -0.873, 1.218)
Br (-0.017, 0.278, -0.710)
S (-2.331, 1.303, 2.066)
S (0.238, -3.956, 0.383)
Si (2.233, 0.118, -2.759)
O (-6.949, -1.244, 2.298)
O (-2.960, -0.929, 0.088)
O (-5.063, -0.249, 0.540)
O (-6.778, -2.605, 4.054)
N (0.395, -0.277, 2.713)
N (-3.629, 2.447, -0.175)
N (-3.866, 3.451, 1.649)
N (2.184, 0.290, 4.482)
N (-4.568, 4.196, 0.762)
N (-4.076, -2.915, 3.784)
N (-3.188, 1.613, -1.205)
N (-2.629, -1.974, 2.479)
C (-4.420, 3.570, -0.362)
C (0.325, 0.312, -4.847)
C (0.845, -2.362, -3.024)
C (3.609, 0.448, -0.266)
C (1.383, 1.130, -4.091)
C (0.904, 0.068, 5.140)
C (2.253, -1.751, -2.902)
C (1.572, -1.215, 2.626)
C (3.372, 2.475, -1.672)
C (2.491, 1.552, -5.081)
C (-0.393, -2.611, 0.757)
C (4.907, 0.629, -2.413)
C (-3.274, 2.384, 1.112)
C (3.565, 0.952, -1.720)
C (-5.001, 3.955, -1.670)
C (2.949, -2.404, -1.701)
C (2.591, -0.903, 3.755)
C (-2.774, -2.834, 3.481)
C (2.064, 1.403, 3.550)
C (-0.172, -0.373, 4.104)
C (3.058, -2.071, -4.183)
C (-4.044, -0.832, 0.839)
C (0.686, 2.385, -3.522)
C (0.923, 1.130, 2.535)
C (-4.810, -2.116, 2.937)
C (-6.288, -2.008, 3.136)
C (-3.901, -1.554, 2.118)
C (-1.709, -3.634, 4.139)
H (-4.510, -3.480, 4.506)
H (0.089, 2.833, -4.324)
H (3.995, -2.104, -1.612)
H (4.168, 2.903, -1.054)
H (1.026, -0.694, 5.909)
H (-6.369, -0.821, 1.625)
H (-3.834, 3.720, 2.618)
H (0.604, 0.994, 5.629)
H (2.584, -1.676, -5.086)
H (4.338, 1.055, 0.283)
H (2.657, -1.736, 4.456)
H (0.010, 2.149, -2.695)
H (5.711, 1.096, -1.835)
H (3.284, 2.139, -4.610)
H (2.034, 2.176, -5.856)
H (1.396, 3.138, -3.184)
H (-1.948, -4.696, 4.063)
H (2.952, 0.692, -5.578)
H (2.432, -2.182, -0.764)
H (-0.755, -3.469, 3.645)
H (3.116, -3.159, -4.289)
H (0.953, -3.448, -3.124)
H (-3.275, 0.649, -0.905)
H (3.450, 2.936, -2.657)
H (5.113, -0.444, -2.458)
H (-0.469, -1.403, 4.272)
H (2.936, -3.490, -1.844)
H (3.923, -0.592, -0.191)
H (-0.498, 0.007, -4.195)
H (-0.092, 0.945, -5.637)
H (1.266, 1.241, 1.515)
H (4.084, -1.688, -4.140)
H (3.585, -0.741, 3.337)
H (3.019, 1.527, 3.038)
H (-5.571, 4.873, -1.543)
H (0.100, 1.815, 2.684)
H (-3.787, 1.771, -2.004)
H (-1.051, 0.262, 4.162)
H (0.744, -0.572, -5.332)
H (1.204, -2.232, 2.715)
H (-4.219, 4.130, -2.412)
H (0.305, -2.006, -3.899)
H (4.957, 1.029, -3.431)
H (-5.676, 3.180, -2.040)
H (1.861, 2.314, 4.110)
H (2.639, 0.558, 0.222)
H (-1.624, -3.392, 5.199)
H (0.238, -2.164, -2.141)
H (2.011, -1.095, 1.638)
H (2.413, 2.755, -1.226)

***

Verdict on stability: 1 comes out on top.

***

1 | Computed, not measured: an isolated molecule of C18H29NO5, with ωB97M-V with the def2-TZVPD basis set.

The SMILES is COc1ccc(CN2CCOCCOCCOCCOCC2)cc1. The value obtained for the gap between HOMO and LUMO is 0.325 hartree.

CARTESIAN COORDINATES (ANGSTROEM)
O (6.906, 0.229, 1.003)
O (-4.203, -1.010, 0.194)
O (-5.155, 1.950, 0.599)
O (-1.369, -2.393, 0.049)
O (-1.548, 1.822, 0.149)
N (0.698, -0.275, -0.407)
C (3.686, -1.322, 0.460)
C (-0.629, 1.746, -0.917)
C (-5.349, -0.357, -0.302)
C (-2.680, -2.881, 0.062)
C (-1.157, -1.270, 0.886)
C (-3.703, -2.004, -0.674)
C (-3.786, 1.967, 0.954)
C (4.926, -1.017, 0.975)
C (7.730, 1.238, 0.475)
C (3.938, 0.391, -1.173)
C (0.328, -0.900, 0.842)
C (1.775, -0.906, -1.152)
C (5.693, 0.008, 0.420)
C (0.702, 1.170, -0.413)
C (5.189, 0.709, -0.668)
C (-2.874, 2.026, -0.275)
C (-5.802, 0.707, 0.704)
C (3.162, -0.617, -0.621)
H (-1.440, -1.528, 1.919)
H (-6.858, 0.931, 0.533)
H (0.885, 1.582, 0.588)
H (3.575, 0.938, -2.032)
H (-1.018, 1.091, -1.710)
H (5.756, 1.499, -1.135)
H (7.254, 2.222, 0.540)
H (1.493, 1.527, -1.075)
H (-2.981, 2.998, -0.779)
H (-3.032, -3.023, 1.094)
H (7.999, 1.034, -0.567)
H (-6.159, -1.091, -0.441)
H (5.334, -1.565, 1.811)
H (-4.533, -2.639, -1.019)
H (8.631, 1.233, 1.086)
H (-3.228, -1.547, -1.555)
H (1.583, -1.981, -1.146)
H (-1.764, -0.422, 0.565)
H (-0.474, 2.751, -1.342)
H (-5.678, 0.290, 1.713)
H (-3.522, 1.082, 1.542)
H (0.891, -1.825, 0.971)
H (0.541, -0.242, 1.696)
H (-3.621, 2.860, 1.566)
H (-5.146, 0.113, -1.276)
H (3.121, -2.131, 0.899)
H (-2.629, -3.852, -0.439)
H (1.705, -0.558, -2.187)
H (-3.163, 1.242, -0.990)

***

2 | Computed, not measured: an isolated molecule of C18H29NO5, with ωB97M-V with the def2-TZVPD basis set.

The SMILES is CCOC(=O)C1(CCOC)CCN(Cc2ccc(COC)o2)CC1. The value obtained for the gap between HOMO and LUMO is 0.338 hartree.

CARTESIAN COORDINATES (ANGSTROEM)
O (4.714, -2.094, 0.146)
O (3.144, 1.481, -0.469)
O (-6.050, 1.098, 1.046)
O (2.287, 1.897, 1.555)
O (-3.757, 0.237, -1.020)
N (-0.345, -0.609, -0.883)
C (3.128, -1.035, 1.603)
C (2.063, -0.986, -0.707)
C (-6.108, 0.250, 2.165)
C (-6.055, 0.416, -0.194)
C (2.417, 3.732, -1.058)
C (0.710, -0.452, 1.309)
C (4.562, -1.049, 1.080)
C (-3.162, -1.864, -0.608)
C (2.106, -0.341, 0.678)
C (2.494, 1.133, 0.646)
C (6.001, -2.154, -0.405)
C (-2.760, -0.666, -1.120)
C (3.557, 2.843, -0.580)
C (-0.353, 0.114, 0.375)
C (0.927, -0.424, -1.555)
C (-4.494, -1.678, -0.167)
C (-1.467, -0.238, -1.729)
C (-4.814, -0.380, -0.446)
H (-5.229, -0.401, 2.226)
H (2.777, 4.749, -1.189)
H (2.821, -2.072, 1.749)
H (-0.174, 1.194, 0.220)
H (-5.130, -2.412, 0.284)
H (5.257, -1.208, 1.922)
H (0.488, -1.503, 1.498)
H (-6.141, 1.202, -0.948)
H (4.377, 2.833, -1.301)
H (-1.339, -0.002, 0.832)
H (4.822, -0.086, 0.613)
H (2.028, 3.369, -2.007)
H (3.111, -0.528, 2.569)
H (-1.336, -0.744, -2.692)
H (-7.010, -0.375, 2.139)
H (6.004, -2.990, -1.102)
H (-6.141, 0.899, 3.037)
H (3.918, 3.186, 0.395)
H (1.617, 3.734, -0.322)
H (-2.577, -2.758, -0.551)
H (6.760, -2.321, 0.370)
H (3.008, -0.842, -1.226)
H (1.908, -2.057, -0.575)
H (6.249, -1.229, -0.942)
H (1.115, 0.643, -1.771)
H (-1.515, 0.850, -1.915)
H (0.690, 0.092, 2.253)
H (0.893, -0.960, -2.507)
H (-6.928, -0.251, -0.251)

***

Verdict on stability: 2 comes out on top.

***

1 | Computed, not measured: the ion C8H8BrN2 with charge +1, with ωB97M-V with the def2-TZVPD basis set.

Its charge is +1. The value obtained for the gap between HOMO and LUMO (alpha / beta) is 0.261 / 0.257 hartree.

CARTESIAN COORDINATES (ANGSTROEM)
Br (-3.640, 0.032, -0.215)
N (-1.947, -0.473, -0.415)
N (-0.006, -2.376, 0.332)
C (1.450, 2.087, -0.142)
C (0.457, -0.070, -0.561)
C (-1.141, -2.171, 0.775)
C (-0.867, 0.381, -0.275)
C (1.550, 0.755, -0.595)
C (0.245, 2.508, 0.365)
C (-0.910, 1.647, 0.378)
C (0.599, -1.608, -0.796)
H (-1.908, 1.914, 0.754)
H (1.685, -1.748, -0.558)
H (2.407, 2.690, 0.259)
H (2.507, 0.434, -1.041)
H (0.085, 3.374, 0.971)
H (-1.488, -2.411, 1.744)
H (0.246, -1.954, -1.763)
H (0.677, -3.013, 0.785)

***

2 | Computed, not measured: the ion C8H8BrN2 with charge +1, with ωB97M-V with the def2-TZVPD basis set.

Its charge is +1. The value obtained for the gap between HOMO and LUMO is 0.278 hartree.

CARTESIAN COORDINATES (ANGSTROEM)
Br (3.487, -0.023, -0.483)
N (1.289, -1.305, 0.899)
N (-0.860, -1.237, -0.129)
C (-1.706, -0.256, -0.594)
C (1.252, 1.565, 0.652)
C (-1.016, 0.969, -0.476)
C (2.512, -1.284, 1.053)
C (-3.019, -0.442, -1.205)
C (0.371, -0.695, 0.220)
C (2.535, 1.140, 0.770)
C (0.300, 0.712, 0.042)
H (-3.803, -0.156, -0.557)
H (1.039, 2.500, 1.166)
H (3.206, 1.545, 1.559)
H (-3.190, -1.419, -1.685)
H (3.162, -1.693, 1.780)
H (-3.218, 0.395, -1.893)
H (-1.344, 1.899, -0.835)
H (-0.997, -2.215, -0.284)

***

Verdict on stability: 2 comes out on top.